Entry 1:
C12H16BN2O3P | ωB97M-V with the def2-TZVPD basis set

Positions of all 35 atoms, in Å:
C1 3.2879 -3.0640 0.7135
C2 2.5544 -2.2908 0.1576
C3 1.5586 -1.3237 -0.1726
C4 1.6878 -0.0062 0.0731
P1 3.1479 0.7100 0.8781
C5 4.5618 0.1501 -0.1605
C6 3.1234 2.4993 0.4737
C7 0.4955 0.8252 -0.2877
O1 0.5750 1.9422 -0.7447
C8 -0.8399 0.1764 -0.0757
N1 -1.9070 0.9833 0.3497
C9 -2.9212 1.3166 -0.6782
C10 -4.2673 1.6751 -0.0323
C11 -0.9508 -1.1297 -0.3255
B1 -2.2958 -1.9221 -0.1046
N2 -2.9989 -1.9782 1.1844
O2 -2.8151 -2.5990 -1.1596
C12 0.2833 -1.8062 -0.8109
O3 0.2893 -2.6628 -1.6580
H1 3.9738 -3.7128 1.1995
H2 4.9287 -0.8102 0.1809
H3 4.2582 0.0894 -1.2047
H4 5.3295 0.9156 -0.0671
H5 3.1075 2.6590 -0.6020
H6 2.2072 2.9292 0.8656
H7 3.9971 2.9607 0.9244
H8 -1.5258 1.8340 0.7450
H9 -2.5704 2.1655 -1.2658
H10 -3.0178 0.4496 -1.3252
H11 -4.1698 1.6317 1.0520
H12 -4.5668 2.6915 -0.2749
H13 -5.0526 0.9793 -0.3169
H14 -3.3088 -1.0631 1.4904
H15 -2.4334 -2.3772 1.9229
H16 -3.7258 -2.8378 -0.9437

Cartesian forces (eV/Å) of the 6 atoms listed first:
C 0.01 0.15 -0.24
C -0.13 -0.02 0.48
C 0.12 0.05 -0.19
C 0.13 0.18 -0.42
P 0.36 -0.04 0.69
C -0.43 0.18 -0.16

Computed properties:
* M: 278.1 g mol⁻¹
* energy: -31790.430 eV
* SMILES: C#CC1=C(P(C)C)C(=O)C(NCC)=C(B(N)O)C1=O
* gap between HOMO and LUMO: 0.2695 Eh
* LUMO: -0.978 eV



Entry 2:
C16H18ClN5O3PtS2 | ωB97M-V with the def2-TZVPD basis set

Positions of all 46 atoms, in Å:
Pt1 0.1622 0.4019 0.2674
C1 5.1164 -3.7535 1.0595
C2 4.7662 -3.2622 -0.3118
C3 4.5436 -4.1807 -1.3287
C4 4.3211 -3.7673 -2.6293
Cl1 4.1117 -4.9477 -3.8760
C5 4.3053 -2.4209 -2.9480
C6 4.4892 -1.4981 -1.9365
C7 4.7175 -1.8994 -0.6243
O1 4.9960 -0.9084 0.2947
C8 4.0897 -0.7424 1.3724
C9 2.7162 -0.2689 0.8755
O2 1.8522 -1.1360 0.6227
O3 2.5094 0.9572 0.7466
H1 5.5615 -4.7428 0.9973
H2 4.2282 -3.8302 1.6866
H3 5.8291 -3.0804 1.5317
H4 4.5709 -5.2356 -1.1003
H5 4.1558 -2.1000 -3.9663
H6 4.4833 -0.4416 -2.1537
H7 4.5349 0.0279 2.0068
H8 3.9503 -1.6640 1.9467
S1 -1.3923 -1.0919 -0.8735
C10 -2.4017 -0.3877 0.2135
N1 -3.1322 0.0427 1.0077
N2 -1.3144 0.3267 3.0637
C11 -1.1717 0.1084 4.3765
C12 0.1689 0.2461 4.6728
C13 0.7737 0.5529 3.4538
N3 -0.1408 0.5950 2.4939
H9 -2.1718 0.3056 2.4860
H10 -2.0094 -0.1251 5.0026
H11 0.6408 0.1411 5.6264
H12 1.8083 0.7488 3.2516
S2 -0.6799 2.5753 -0.6010
C14 0.8112 2.5832 -1.4037
N4 1.9611 3.0763 -0.9171
C15 3.0547 2.8216 -1.8410
C16 2.3204 2.4992 -3.1570
N5 0.9699 2.2547 -2.6936
H13 2.1451 3.0357 0.0764
H14 3.6508 1.9750 -1.4817
H15 3.6937 3.7039 -1.9205
H16 2.7238 1.6185 -3.6621
H17 2.3348 3.3483 -3.8501
H18 0.2031 2.0267 -3.3017

Cartesian forces (eV/Å) of the 6 atoms listed first:
Pt 0.84 -0.35 -0.99
C -0.05 0.03 0.01
C 0.08 0.28 0.04
C -0.03 0.08 -0.10
C 0.05 0.16 0.12
Cl -0.07 -0.15 -0.16

Computed properties:
* M: 623.0 g mol⁻¹
* energy: -67916.169 eV
* gap between HOMO and LUMO (spin up / spin down): 0.2488 / 0.2542 Eh
* ΔE to the lowest compared entry with this formula, charge and spin: 30.0 kcal per mole
* LUMO (spin up / spin down): -1.198 / -1.228 eV



Entry 3:
C20H28N3O4S | ωB97M-V with the def2-TZVPD basis set

Positions of all 56 atoms, in Å:
C1 3.3927 0.0565 1.0316
O1 2.3486 1.0099 1.1301
C2 1.7686 1.4580 -0.0002
C3 1.8703 0.8533 -1.2513
C4 1.2357 1.4144 -2.3464
C5 0.5119 2.5934 -2.2413
C6 -0.0940 3.2248 -3.4722
C7 -1.5416 3.6908 -3.3341
N1 -2.4886 2.5531 -3.2208
C8 -2.3858 1.7391 -1.9942
C9 -1.8090 0.3980 -2.4861
O2 -1.7803 0.2493 -3.7058
N2 -1.3819 -0.5318 -1.6420
C10 -1.1048 -0.5247 -0.2610
C11 -1.7144 0.2941 0.6834
C12 -1.3006 0.2426 2.0016
C13 -0.3018 -0.6252 2.4429
C14 0.1196 -0.6036 3.8721
C15 0.2522 -1.4790 1.4953
S1 1.5022 -2.7597 1.8280
O3 2.1176 -3.0219 0.5592
O4 2.3330 -2.3768 2.9250
N3 0.6580 -4.1127 2.2617
C16 0.0947 -4.1354 3.5876
C17 -0.1245 -4.7342 1.2250
C18 -0.1381 -1.4256 0.1731
C19 0.4158 3.1955 -0.9872
C20 1.0124 2.6291 0.1175
H1 4.2015 0.4356 0.4012
H2 3.0431 -0.9038 0.6487
H3 3.7533 -0.0872 2.0474
H4 2.4491 -0.0469 -1.3778
H5 1.3316 0.9334 -3.3090
H6 -0.0194 2.5265 -4.3082
H7 0.4994 4.1046 -3.7352
H8 -1.6644 4.3358 -2.4623
H9 -1.8175 4.2590 -4.2244
H10 -3.4413 2.8792 -3.3862
H11 -2.2427 1.7831 -3.9516
H12 -3.3710 1.5748 -1.5558
H13 -1.7157 2.2008 -1.2673
H14 -0.9958 -1.3447 -2.1168
H15 -2.5200 0.9580 0.4234
H16 -1.7681 0.8996 2.7193
H17 1.1004 -1.0519 3.9897
H18 0.1459 0.4214 4.2349
H19 -0.5944 -1.1517 4.4867
H20 0.0012 -5.1696 3.9189
H21 -0.8929 -3.6601 3.6238
H22 0.7842 -3.6141 4.2456
H23 0.4468 -4.6721 0.3026
H24 -1.1008 -4.2485 1.0946
H25 -0.2818 -5.7830 1.4745
H26 0.3578 -2.0847 -0.5229
H27 -0.1018 4.1375 -0.8709
H28 0.9451 3.0979 1.0857

Cartesian forces (eV/Å) of the 6 atoms listed first:
C 0.29 -0.22 0.00
O -0.33 0.29 0.00
C -0.06 0.10 -0.13
C 0.21 -0.11 0.35
C -0.10 0.25 -0.02
C 0.06 -0.11 -0.10

Computed properties:
* M: 406.5 g mol⁻¹
* energy: -44683.797 eV
* SMILES: COc1ccc(CC[NH2+]CC(=O)Nc2ccc(C)c(S(=O)(=O)N(C)C)c2)cc1
* charge: +1
* gap between HOMO and LUMO: 0.3082 Eh
* ΔE to the lowest compared entry with this formula, charge and spin: 4.2 kcal per mole
* LUMO: -2.765 eV



Entry 4:
CH3N3O2Si | ωB97M-V with the def2-TZVPD basis set

Positions of all 10 atoms, in Å:
C1 3.2281 -0.3212 -0.3382
N1 4.0690 -0.5095 -1.0660
N2 0.0899 -0.3785 0.0458
N3 -2.6911 0.9894 -0.1269
O1 -3.7993 1.3256 -0.4680
O2 -2.5700 -0.2842 0.1362
Si1 1.5832 0.1135 0.5110
H1 -1.6056 -0.4758 0.2062
H2 -0.1046 -0.6994 -0.8357
H3 1.8004 0.2402 1.9357

Cartesian forces (eV/Å) of the 6 atoms listed first:
C -3.59 1.17 1.89
N 2.46 -0.60 -1.79
N 2.78 1.66 2.93
N 0.86 1.66 -0.14
O -1.81 1.44 -0.69
O 0.53 -3.37 0.78

Computed properties:
* ⟨S²⟩: 2.0079
* M: 117.1 g mol⁻¹
* energy: -17521.659 eV
* spin multiplicity: 3
* gap between HOMO and LUMO (spin up / spin down): 0.1872 / 0.3357 Eh
* LUMO (spin up / spin down): -2.127 / -2.127 eV



Entry 5:
C2H6N2 | ωB97M-V with the def2-TZVPD basis set

Positions of all 10 atoms, in Å:
C1 -0.3365 -1.2644 -0.8149
N1 -0.8627 0.0576 -0.4281
C2 -0.1729 0.8264 0.3230
N2 1.0785 0.6337 0.8624
H1 0.6479 -1.5120 -0.4299
H2 -0.4323 -1.2730 -1.8981
H3 -1.0226 -1.9818 -0.3578
H4 -0.7164 1.7066 0.6642
H5 1.7700 -0.0013 0.5441
H6 1.1405 0.8663 1.8351

Cartesian forces (eV/Å) of the 6 atoms listed first:
C -0.92 1.04 0.48
N 0.79 0.14 0.24
C -1.24 -1.25 -0.46
N -0.06 0.97 0.63
H 0.38 0.03 -0.31
H 0.37 -0.58 -0.02

Computed properties:
* M: 58.1 g mol⁻¹
* energy: -5150.768 eV
* SMILES: C/N=C\N
* gap between HOMO and LUMO: 0.3707 Eh
* ΔE to the lowest compared entry with this formula, charge and spin: 26.6 kcal per mole
* LUMO: 1.017 eV